The following is a DFT calculation (ωB97M-V with the def2-TZVPD basis set) of a 2-piece molecular cluster, C20H42BrO4P overall in a non-equilibrium geometry.

Results
frontier orbital gap	8.631	eV
total energy	-4003.50044	a.u.

Element x y z (Å)
C 5.138 1.956 0.928
C 3.657 1.667 0.725
O 3.129 0.604 1.497
C 3.707 -0.653 1.243
C 2.901 -1.703 1.958
O 1.738 -1.956 1.194
C 0.846 -2.905 1.751
P -0.865 -2.275 1.371
Br -1.814 -4.202 0.703
C -1.561 -2.216 3.075
C -3.024 -1.754 3.041
C -3.140 -0.239 2.893
C -4.567 0.240 2.614
C -4.617 1.573 1.846
C -5.025 1.449 0.380
C -4.067 0.619 -0.482
C -4.203 -0.903 -0.324
C -3.730 -1.693 -1.544
C -2.213 -1.642 -1.803
O -1.540 -1.080 -0.693
C -0.296 -0.507 -1.010
H 5.323 2.431 1.893
H 5.452 2.656 0.150
H 5.763 1.066 0.836
H 3.089 2.546 1.032
H 3.448 1.516 -0.340
H 3.697 -0.872 0.165
H 4.747 -0.699 1.590
H 3.489 -2.623 2.073
H 2.628 -1.321 2.950
H 0.986 -3.893 1.303
H 0.993 -2.993 2.835
H -1.440 -3.164 3.603
H -0.950 -1.459 3.587
H -3.536 -2.074 3.955
H -3.553 -2.242 2.216
H -2.467 0.106 2.097
H -2.782 0.227 3.818
H -5.113 -0.530 2.064
H -5.097 0.353 3.565
H -3.637 2.062 1.902
H -5.318 2.253 2.341
H -6.044 1.049 0.311
H -5.072 2.461 -0.040
H -4.242 0.875 -1.534
H -3.037 0.914 -0.258
H -3.664 -1.247 0.562
H -5.261 -1.139 -0.168
H -4.029 -2.738 -1.433
H -4.263 -1.303 -2.417
H -1.987 -1.073 -2.715
H -1.832 -2.659 -1.961
H -0.422 0.396 -1.624
H 0.189 -0.239 -0.071
H 0.348 -1.216 -1.547
C 3.517 2.246 -4.759
C 4.849 1.611 -4.363
C 5.162 2.345 -3.065
O 3.901 2.646 -2.465
C 2.847 2.417 -3.402
H 2.928 1.636 -5.442
H 3.685 3.218 -5.225
H 4.717 0.544 -4.173
H 5.631 1.731 -5.111
H 5.700 3.279 -3.256
H 5.748 1.747 -2.365
H 2.300 1.513 -3.112
H 2.159 3.263 -3.364

The following is a DFT calculation (ωB97M-V with the def2-TZVPD basis set) of a 14-piece molecular cluster, C20H42Cl26NOPSi overall in a non-equilibrium geometry.

Results
frontier orbital gap	9.542	eV
relative energy (zero: lowest compared OMol25 entry of this formula, charge and spin)	65.5	kcal/mol
total energy	-13512.91234	a.u.

Element x y z (Å)
C -0.418 -2.179 2.118
C 0.007 -0.955 1.830
Si 0.266 0.906 1.321
C 2.068 1.330 1.793
C 2.968 1.963 0.606
N -0.831 1.871 2.352
C -2.027 2.403 1.615
C -3.200 1.306 1.360
C -4.122 1.760 0.068
P -0.204 1.050 -0.824
O 0.850 0.406 -1.765
H -0.992 -3.133 2.381
H 2.074 2.082 2.684
H 2.598 0.376 2.157
H 2.492 1.940 -0.438
H 3.983 1.387 0.583
H 3.254 3.043 0.942
H -1.138 1.340 3.184
H -1.758 2.991 0.644
H -2.506 3.207 2.315
H -3.903 1.273 2.269
H -2.812 0.236 1.153
H -4.416 0.867 -0.597
H -5.094 2.219 0.519
H -3.571 2.555 -0.581
H -1.486 0.385 -1.010
H -0.447 2.458 -1.115
C 4.698 1.021 -2.890
Cl 5.247 2.567 -2.232
Cl 5.699 -0.314 -2.303
H 3.665 0.851 -2.583
H 4.758 1.057 -3.978
C 7.288 1.883 1.025
Cl 6.373 1.094 2.316
Cl 7.351 3.633 1.264
H 8.304 1.489 1.018
H 6.804 1.673 0.070
C -1.664 3.837 4.949
Cl -1.270 4.792 6.383
Cl -3.069 2.801 5.238
H -1.886 4.513 4.124
H -0.809 3.212 4.693
C -3.458 -2.803 4.345
Cl -4.373 -3.596 5.633
Cl -3.401 -1.053 4.586
H -2.441 -3.193 4.341
H -3.938 -3.013 3.389
C 4.672 2.047 5.636
Cl 3.513 3.109 6.445
Cl 3.858 0.950 4.515
H 5.384 2.657 5.080
H 5.198 1.459 6.388
C -4.769 -2.075 -0.827
Cl -4.220 -1.407 0.716
Cl -4.659 -3.839 -0.835
H -5.807 -1.785 -0.989
H -4.145 -1.678 -1.627
C -6.061 -3.487 8.947
Cl -5.513 -2.821 10.490
Cl -5.947 -5.252 8.937
H -7.099 -3.199 8.785
H -5.437 -3.087 8.148
C -4.021 4.367 -3.529
Cl -5.373 3.814 -2.534
Cl -2.477 3.982 -2.765
H -4.070 3.874 -4.500
H -4.094 5.446 -3.659
C 8.486 -0.505 -4.598
Cl 7.662 -0.321 -6.151
Cl 9.876 -1.590 -4.738
H 8.832 0.472 -4.262
H 7.786 -0.918 -3.872
C -5.799 -6.789 -3.529
Cl -5.821 -6.920 -1.767
Cl -5.563 -5.113 -4.041
H -4.984 -7.397 -3.919
H -6.750 -7.149 -3.923
C 13.207 -1.365 -6.856
Cl 13.204 -1.184 -8.615
Cl 14.736 -2.046 -6.287
H 13.063 -0.386 -6.399
H 12.393 -2.030 -6.567
C 0.614 3.405 -5.138
Cl 0.609 3.587 -6.896
Cl 2.143 2.725 -4.570
H 0.469 4.383 -4.680
H -0.199 2.738 -4.848
C -9.731 -5.960 -3.337
Cl -9.184 -5.296 -1.794
Cl -9.621 -7.725 -3.349
H -10.769 -5.669 -3.501
H -9.106 -5.561 -4.136

The following is a DFT calculation (ωB97M-V with the def2-TZVPD basis set) of C20H42ClNO4STa as an isolated structure in a non-equilibrium geometry.

Results
frontier orbital gap	7.613	eV
total energy	-2058.22235	a.u.
net charge	-1

Element x y z (Å)
C -3.276 -0.068 -2.227
C -2.742 1.324 -1.814
C -2.466 1.458 -0.293
Ta -0.393 0.776 0.438
C 0.031 3.025 0.935
C 0.519 3.315 2.390
C 1.834 4.121 2.485
N 2.614 3.614 3.647
C 1.624 0.307 1.455
C 2.819 1.216 1.050
C 3.815 0.371 0.208
S 4.562 1.417 -1.122
C -0.764 -1.433 -0.024
C 0.502 -2.256 -0.459
C 0.927 -3.269 0.636
C 0.238 -4.621 0.552
O -1.191 -4.519 0.589
C -1.821 -4.918 -0.530
C -2.959 -4.011 -0.965
O -1.563 -5.899 -1.129
C -1.349 0.496 2.530
C -2.666 -0.176 2.630
O -3.193 -0.915 1.923
Cl -3.595 0.222 4.204
C 0.647 1.192 -1.566
C 0.435 0.189 -2.708
C 0.233 0.895 -4.077
O 1.670 -0.548 -2.866
H -2.623 -0.589 -2.926
H -4.228 0.055 -2.742
H -3.504 -0.655 -1.343
H -3.580 1.997 -2.018
H -1.942 1.675 -2.458
H -3.314 0.985 0.209
H -2.564 2.522 -0.069
H 0.802 3.414 0.263
H -0.848 3.645 0.756
H -0.229 3.969 2.841
H 0.575 2.448 3.046
H 2.427 3.995 1.581
H 1.611 5.159 2.719
H 3.599 3.805 3.498
H 2.546 2.603 3.695
H 1.490 0.436 2.536
H 1.958 -0.729 1.345
H 3.396 1.554 1.905
H 2.558 2.060 0.419
H 4.645 0.045 0.824
H 3.329 -0.461 -0.287
H 4.532 0.622 -2.208
H -1.046 -1.878 0.929
H -1.566 -1.630 -0.730
H 0.262 -2.812 -1.372
H 1.368 -1.618 -0.598
H 2.012 -3.365 0.574
H 0.729 -2.835 1.615
H 0.526 -5.184 1.441
H 0.615 -5.187 -0.297
H -3.808 -4.652 -1.169
H -3.198 -3.313 -0.173
H -2.614 -3.495 -1.855
H -0.652 -0.097 3.129
H -1.439 1.435 3.075
H 0.239 2.152 -1.900
H 1.724 1.348 -1.489
H -0.420 -0.477 -2.587
H 1.231 1.146 -4.426
H -0.276 1.849 -3.965
H -0.287 0.245 -4.777
H 1.474 -1.492 -2.904

The following is a DFT calculation (ωB97M-V with the def2-TZVPD basis set) of a 5-piece molecular cluster, C20H43BO9S4 overall in a non-equilibrium geometry.

Results
frontier orbital gap	10.132	eV
total energy	-3082.55499	a.u.

Element x y z (Å)
O 1.749 3.539 -2.063
S 0.973 3.215 -0.886
O 1.507 2.400 0.187
C 0.334 4.731 -0.196
C -0.998 4.935 -0.907
C -1.661 3.556 -0.949
C -0.603 2.551 -1.406
H 1.042 5.543 -0.362
H 0.187 4.572 0.875
H -1.619 5.669 -0.389
H -0.827 5.294 -1.927
H -2.010 3.287 0.052
H -2.527 3.543 -1.612
H -0.750 1.573 -0.945
H -0.586 2.450 -2.492
O -3.268 1.154 -2.091
S -3.869 0.924 -0.795
O -3.952 1.962 0.211
C -5.493 0.229 -1.041
C -5.249 -1.273 -1.100
C -4.243 -1.577 0.013
C -3.127 -0.535 -0.080
H -5.937 0.631 -1.951
H -6.104 0.496 -0.175
H -6.177 -1.835 -0.974
H -4.819 -1.544 -2.070
H -4.740 -1.500 0.986
H -3.843 -2.589 -0.070
H -2.716 -0.288 0.899
H -2.326 -0.864 -0.743
O -1.953 -3.695 0.904
S -0.986 -3.343 -0.112
O -1.232 -2.294 -1.079
C 0.582 -3.040 0.680
C 1.252 -4.407 0.720
C 0.989 -5.039 -0.648
C -0.492 -4.832 -0.971
H 0.421 -2.609 1.668
H 1.144 -2.344 0.052
H 2.321 -4.323 0.929
H 0.801 -5.023 1.505
H 1.605 -4.541 -1.404
H 1.250 -6.100 -0.660
H -0.658 -4.702 -2.042
H -1.104 -5.655 -0.597
O -0.798 -0.758 4.222
S -0.916 0.516 3.549
O -1.596 0.654 2.279
C -1.586 1.705 4.697
C -0.362 2.285 5.393
C 0.674 2.513 4.291
C 0.711 1.251 3.427
H -2.278 1.212 5.379
H -2.109 2.469 4.117
H -0.603 3.210 5.922
H 0.027 1.570 6.125
H 0.372 3.370 3.678
H 1.660 2.737 4.703
H 0.925 1.482 2.382
H 1.436 0.528 3.805
C 2.155 0.499 -3.594
B 2.311 -0.890 -2.729
O 3.283 -1.849 -3.257
C 4.389 -2.044 -2.341
C 5.573 -0.973 -2.489
C 6.319 -0.672 -1.096
H 2.064 0.222 -4.709
H 3.135 1.087 -3.452
H 1.237 1.063 -3.232
H 1.634 -1.087 -1.780
H 4.844 -3.070 -2.596
H 4.031 -2.080 -1.257
H 5.223 0.012 -2.939
H 6.348 -1.442 -3.199
H 5.885 0.227 -0.538
H 7.435 -0.455 -1.283
H 6.289 -1.591 -0.421

The following is a DFT calculation (ωB97M-V with the def2-TZVPD basis set) of a 3-piece molecular cluster, C20H43N2O6 overall in a non-equilibrium geometry.

Results
frontier orbital gap	7.075	eV
total energy	-1348.13869	a.u.
net charge	+1

Element x y z (Å)
C 2.158 -2.033 4.738
C 1.603 -1.749 3.187
C 2.803 -1.120 2.206
C 0.944 -3.086 2.490
C -0.408 -3.647 3.297
C -1.499 -2.384 3.206
N -1.545 -1.554 4.478
C -2.550 -0.482 4.116
C -3.087 -0.748 2.555
N -2.369 -1.983 2.035
H 2.044 -1.013 5.330
H 1.518 -2.843 5.295
H 3.289 -2.314 4.627
H 0.829 -0.849 3.314
H 2.481 -0.021 1.871
H 3.757 -1.022 2.880
H 2.923 -1.852 1.296
H 0.548 -2.733 1.420
H 1.722 -3.940 2.270
H -0.845 -4.584 2.717
H -0.173 -3.941 4.419
H -0.981 -1.732 5.338
H -2.827 0.382 4.862
H -3.858 -0.084 1.952
H -2.402 -2.472 1.113
C -1.879 -3.516 -5.889
O -1.150 -2.708 -4.976
C -1.158 -1.317 -5.286
C -1.888 -0.441 -4.254
O -3.247 -0.728 -3.929
C -3.550 -2.002 -3.359
C -2.852 -2.437 -2.063
O -1.433 -2.490 -2.150
C -0.748 -1.598 -1.284
H -1.170 -4.094 -6.499
H -2.479 -4.228 -5.321
H -2.545 -2.940 -6.538
H -1.546 -1.124 -6.287
H -0.109 -1.000 -5.292
H -1.898 0.577 -4.662
H -1.312 -0.344 -3.334
H -3.456 -2.758 -4.126
H -4.619 -1.966 -3.140
H -3.182 -3.454 -1.841
H -3.184 -1.807 -1.227
H -1.398 -0.815 -0.879
H 0.054 -1.116 -1.850
H -0.291 -2.163 -0.472
C 0.932 1.441 -0.080
O 1.862 2.339 0.511
C 2.995 2.630 -0.302
C 3.082 4.093 -0.769
O 1.990 4.664 -1.487
C 0.720 4.737 -0.836
C 0.597 5.478 0.503
O 1.422 4.958 1.539
C 2.398 5.862 2.034
H 1.000 0.470 0.430
H -0.075 1.827 0.082
H 1.084 1.308 -1.155
H 3.069 1.955 -1.157
H 3.875 2.439 0.322
H 3.938 4.150 -1.454
H 3.361 4.757 0.048
H 0.304 3.742 -0.772
H 0.072 5.261 -1.542
H -0.433 5.362 0.845
H 0.761 6.554 0.354
H 2.558 6.721 1.373
H 3.347 5.325 2.132
H 2.104 6.203 3.027

The following is a DFT calculation (ωB97M-V with the def2-TZVPD basis set) of C20H43N2OP3Pt as an isolated structure in a non-equilibrium geometry.

Results
frontier orbital gap (alpha / beta)	8.565 / 3.300	eV
relative energy (zero: lowest compared OMol25 entry of this formula, charge and spin)	0.0	kcal/mol
total energy	-2114.41102	a.u.
2S+1	5
net charge	+4

Element x y z (Å)
Pt 0.462 0.127 0.807
P 2.109 1.217 2.026
P -0.835 1.782 -0.121
P 1.659 -0.572 -1.119
H -1.823 -1.368 1.196
C -0.860 -1.606 0.723
C 0.241 -1.900 1.605
H 0.046 -1.898 2.681
C 1.749 1.868 3.685
C 2.765 2.684 1.177
C 3.440 -0.002 2.255
C -2.210 0.996 -1.016
C -1.567 2.689 1.280
C -0.021 2.939 -1.276
C 2.435 -2.213 -0.938
C 3.039 0.475 -1.714
C 0.614 -0.772 -2.603
H -0.907 -2.066 -0.268
H 1.077 -2.530 1.280
H 1.844 1.053 4.418
H 0.730 2.264 3.714
H 2.466 2.664 3.931
H 1.962 3.423 1.027
H 3.189 2.406 0.205
H 3.545 3.143 1.806
H 3.023 -0.921 2.686
H 4.200 0.398 2.936
H 3.910 -0.254 1.297
H -2.781 1.763 -1.556
H -2.859 0.502 -0.281
H -1.833 0.251 -1.728
H -2.166 3.531 0.906
H -0.767 3.054 1.938
H -2.185 1.982 1.856
H -0.739 3.727 -1.549
H 0.293 2.417 -2.191
H 0.859 3.402 -0.810
H 3.001 -2.445 -1.851
H 1.664 -2.978 -0.794
H 3.120 -2.220 -0.082
H 3.472 0.005 -2.608
H 3.824 0.558 -0.952
H 2.684 1.477 -1.986
H 1.208 -1.261 -3.388
H 0.265 0.195 -2.985
H -0.250 -1.408 -2.374
C -2.411 -0.923 -5.633
C -3.522 -1.248 -6.441
C -3.809 -2.591 -6.664
C -2.983 -3.601 -6.128
C -1.812 -3.246 -5.434
C -1.492 -1.906 -5.237
O -2.221 0.321 -5.083
H -2.956 0.900 -5.358
H -4.147 -0.446 -6.849
H -4.682 -2.876 -7.260
H -3.243 -4.653 -6.261
H -1.141 -4.014 -5.042
H -0.579 -1.589 -4.732
C -0.013 -1.179 5.977
N -0.871 -0.043 5.598
C -1.301 0.874 6.670
C -1.079 0.246 4.331
N -1.226 0.476 3.184
H -0.025 -1.266 7.066
H 1.029 -1.021 5.662
H -0.379 -2.112 5.530
H -0.723 1.814 6.665
H -2.361 1.151 6.570
H -1.144 0.354 7.628

Question: Which value of total energy does entry 4 give?
Answer: -3082.55499 a.u.

Question: Which value of total energy does entry 5 give?
Answer: -1348.13869 a.u.

Question: Which of these has the highest total energy?
Answer: C20H43N2O6

Question: What is the total energy in the sixth record?
Answer: -2114.41102 a.u.